[1]
# C4H12BNO

A 2-piece molecular cluster, C4H12BNO overall in a non-equilibrium geometry (ωB97M-V/def2-TZVPD, the Open Molecules 2025 dataset).

Summary:
Frontier orbital gap (alpha / beta)   8.63 / 8.40 eV
Relative energy (zero: lowest compared OMol25 entry of this formula, charge and spin)   4.1062 eV
2S+1   1

Geometry (Å):
1 H -0.77 -1.76 1.17
2 H 1.89 -0.36 1.07
3 H 2.39 0.88 -0.11
4 H -3.23 0.25 -0.02
5 O -2.60 0.15 -0.73
6 H 1.65 -0.57 -1.99
7 C 2.20 -0.13 -0.02
8 N -1.53 -1.28 0.81
9 C 1.17 -0.72 -1.01
10 B -1.40 -0.40 -0.28
11 H 0.68 2.04 1.23
12 H 1.27 -1.85 -1.04
13 H -0.86 1.25 1.78
14 H -2.43 -1.77 0.93
15 H -0.76 2.56 0.17
16 H 3.24 -0.63 -0.02
17 H -0.39 0.68 -1.78
18 C -0.16 -0.06 -1.02
19 C -0.35 1.73 0.87

[2]
# C37H44N3

A 2-piece molecular cluster, C37H44N3 overall (ωB97M-V/def2-TZVPD, the Open Molecules 2025 dataset).

Summary:
Frontier orbital gap   5.22 eV
Relative energy (zero: lowest compared OMol25 entry of this formula, charge and spin)   0.0000 eV
2S+1   1
Net charge   +1

Geometry (Å):
1 H 2.67 -3.34 3.55
2 C -0.05 0.75 4.19
3 H 4.84 -3.60 2.56
4 C -2.69 5.47 1.57
5 C -1.85 5.95 4.72
6 C 1.20 1.38 4.27
7 H 7.63 -0.87 2.98
8 C -4.28 -2.17 2.83
9 H -7.34 -2.98 4.25
10 H 7.99 -1.55 4.57
11 C 2.41 0.66 4.08
12 H 3.70 2.41 3.99
13 C -2.33 4.49 2.73
14 H 1.26 2.43 4.56
15 H -2.94 3.58 2.57
16 C -3.84 -1.38 4.02
17 H 6.07 2.27 4.54
18 H -6.56 -1.82 8.56
19 H -3.76 -3.14 2.80
20 H -5.24 -2.84 7.96
21 C 7.30 -0.91 4.03
22 C 6.01 -2.97 4.25
23 C 2.41 -0.76 4.02
24 C -1.55 5.34 0.55
25 H -0.91 6.24 4.23
26 H -5.54 0.19 7.77
27 C -2.70 -0.60 3.97
28 C -6.61 -2.15 6.45
29 H -5.19 4.88 6.40
30 H 4.81 -4.70 3.95
31 N 5.99 -1.53 4.09
32 H -2.12 -0.58 3.05
33 H 6.05 -3.21 5.33
34 C -2.30 0.21 5.07
35 C -4.94 -0.73 7.65
36 H 8.27 0.96 4.37
37 C 7.30 0.50 4.59
38 C -5.84 -1.95 7.75
39 H 1.46 -1.30 4.00
40 C 3.52 -2.98 4.14
41 C 3.58 -1.49 4.05
42 C -3.08 0.15 6.25
43 C -3.88 4.63 4.71
44 H 6.46 1.61 2.94
45 H -2.75 0.72 7.12
46 C -4.25 5.18 5.94
47 H -4.22 -0.74 8.48
48 C -3.42 6.12 6.57
49 C -4.19 -0.65 6.35
50 H 6.94 -3.33 3.80
51 C -1.12 1.02 5.03
52 H 7.18 0.47 5.68
53 H -6.32 -1.48 2.61
54 H -4.52 3.90 4.19
55 C -4.61 -1.41 5.22
56 H -4.01 -1.64 1.92
57 C -2.68 5.01 4.11
58 C -2.22 6.51 5.96
59 H -5.88 -3.98 4.30
60 C -6.24 -2.95 4.18
61 H 3.32 -3.28 5.18
62 H -1.58 7.25 6.43
63 H -0.40 3.49 0.61
64 H -3.71 6.55 7.53
65 H -7.36 -1.33 6.36
66 H -6.06 -3.15 2.07
67 H -1.12 6.33 0.33
68 C 3.68 1.32 4.00
69 C 6.18 1.33 3.97
70 H 0.50 4.91 1.18
71 H -0.50 3.48 3.09
72 N -0.93 4.23 2.56
73 C 4.80 -3.65 3.65
74 H -7.17 -3.10 6.46
75 C -5.79 -2.42 2.83
76 H -1.91 4.91 -0.38
77 N -5.75 -2.15 5.29
78 H -3.66 5.19 1.15
79 H -2.76 6.50 1.94
80 C -0.48 4.43 1.19
81 H -1.01 1.79 5.80
82 C 4.83 -0.81 4.02
83 H -0.17 -0.05 3.45
84 C 4.86 0.61 3.98

[3]
# C27H48CeClO2P

C27H48CeClO2P as an isolated structure in a non-equilibrium geometry (ωB97M-V/def2-TZVPD, the Open Molecules 2025 dataset).

Summary:
Frontier orbital gap   7.96 eV
Relative energy (zero: lowest compared OMol25 entry of this formula, charge and spin)   2.1877 eV
2S+1   1

Geometry (Å):
1 H -2.90 -3.45 -3.48
2 C -3.46 -1.82 -4.79
3 C 1.22 4.89 -3.77
4 H 1.89 2.79 -1.87
5 H -1.26 -4.63 2.34
6 H 0.45 -1.15 -5.09
7 H 4.67 -1.96 -4.98
8 H -4.50 -2.12 -4.93
9 H 2.31 4.78 -3.84
10 H 0.99 4.12 -5.78
11 H 2.35 -2.66 -4.81
12 H 3.52 1.03 3.16
13 C -0.03 -3.07 1.50
14 C 0.83 3.10 -1.97
15 H 0.31 -0.90 3.71
16 C -1.77 -2.82 3.40
17 C 3.97 -0.87 -3.26
18 H 3.91 -1.80 -2.68
19 C 3.93 -1.19 -4.75
20 H 1.76 2.20 -4.43
21 C -0.29 -0.88 2.79
22 H -2.76 -3.15 3.72
23 H -1.23 -0.06 -5.27
24 H -0.09 -3.19 0.41
25 H -2.15 -3.46 1.38
26 H 0.79 -3.72 1.82
27 Ce 0.00 0.47 0.99
28 H 1.52 0.24 -5.29
29 C 0.12 2.23 -3.02
30 H -0.95 2.51 -3.02
31 C -1.75 -1.31 3.20
32 H 4.64 0.90 1.78
33 H 0.53 1.21 3.51
34 H -2.45 -0.99 2.41
35 Cl -2.45 0.87 0.22
36 H -4.10 0.17 -4.25
37 C 2.60 1.27 1.26
38 H 2.96 1.05 -3.24
39 H 2.53 -1.76 -6.31
40 H -2.88 -2.29 -5.60
41 C -0.28 1.05 2.80
42 H -0.81 -2.23 -3.72
43 C 3.77 1.44 2.18
44 H 4.21 -0.30 -5.32
45 P 0.06 0.44 -2.44
46 H -3.58 0.02 -5.93
47 C 0.55 3.96 -4.79
48 H 4.92 -0.39 -3.00
49 C -2.95 -2.36 -3.45
50 C 0.35 -1.65 1.81
51 C -1.55 -0.26 -3.14
52 C -1.97 0.25 -4.52
53 C 0.69 2.48 -4.41
54 H 0.18 1.86 -5.17
55 H -0.52 4.20 -4.86
56 H -3.67 -2.09 -2.66
57 O 2.45 0.15 0.64
58 C 0.77 4.59 -2.33
59 H 3.99 2.51 2.29
60 H 1.39 5.16 -1.62
61 H 0.38 2.97 -0.97
62 C 2.55 -1.66 -5.22
63 H 1.34 -1.51 -2.79
64 H 0.98 5.93 -4.01
65 C 1.46 -0.52 -3.26
66 C 2.82 0.05 -2.81
67 C 1.41 -0.73 -4.78
68 C -1.57 -1.80 -3.05
69 C -1.35 -3.56 2.13
70 H -2.02 -0.78 4.11
71 H -2.26 0.12 -2.39
72 H 1.42 -1.43 1.64
73 H 2.84 0.16 -1.71
74 H -1.07 -3.07 4.21
75 H -1.28 1.25 3.20
76 C -3.35 -0.30 -4.91
77 O 1.69 2.18 1.18
78 H -0.26 4.94 -2.20
79 H -2.00 1.35 -4.53
80 H -1.32 -2.13 -2.03

[4]
# C7H8NO5

An isolated ion of composition C7H8NO5 and charge -1 in a non-equilibrium geometry (ωB97M-V/def2-TZVPD, the Open Molecules 2025 dataset).

Summary:
Frontier orbital gap (alpha / beta)   7.67 / 5.59 eV
Relative energy (zero: lowest compared OMol25 entry of this formula, charge and spin)   5.4459 eV
2S+1   3
Net charge   -1

Geometry (Å):
1 C 1.59 0.47 2.05
2 H 1.09 1.39 2.13
3 C 1.72 0.50 -0.34
4 O -1.31 0.81 1.91
5 C 0.54 -0.19 -0.82
6 O -2.25 -1.65 -0.03
7 C -2.48 -0.92 -1.26
8 H -0.86 -1.51 1.54
9 O 1.27 1.15 -2.46
10 H -2.71 0.18 -0.86
11 H 2.25 0.28 2.91
12 H -3.35 -1.47 -1.76
13 H 0.89 -0.29 2.07
14 H 2.75 2.09 -1.44
15 O 2.43 0.44 0.91
16 C 2.08 1.28 -1.40
17 O -0.01 -1.31 -0.28
18 N -1.14 0.46 0.73
19 C -1.14 -1.01 0.59
20 H -1.68 -0.90 -2.03
21 C 0.32 0.22 -2.15

no.,energy (Eh)
1,-314.3959
2,-1600.3689
3,-2484.7116
4,-702.2467